Entry 1:
C10H30BCaF5O5 | ωB97M-V/def2-TZVPD

Output
HOMO level (eV): -9.5
Total energy (eV): -53804.9023
Kohn-Sham gap (eV): 8.34
Multiplicity: 1

Last column: Löwdin charge in e.
CARTESIAN COORDINATES (ANGSTROEM)
Ca -0.866 -0.076 3.495  1.62
F -1.497 1.977 3.507  -0.72
F -1.228 0.398 -0.296  0.15
F 0.645 -0.933 -0.190  0.15
F -1.104 -1.264 1.302  0.04
F 0.192 0.597 1.503  0.01
O -0.020 -2.287 3.628  -0.22
O 1.974 0.763 -2.505  -0.09
O -3.571 1.531 0.881  -0.09
O 3.530 1.006 2.812  -0.09
O -1.293 -2.735 -1.951  -0.07
C 2.149 -2.229 2.592  -0.06
C 3.580 0.767 1.404  -0.32
C 1.119 2.926 -1.870  -0.09
C 3.861 2.040 0.620  -0.07
C -1.676 -0.960 -3.553  -0.08
C 0.917 1.715 -2.753  -0.29
C 1.197 -3.060 3.401  -0.24
C -4.604 1.403 -0.105  -0.31
C -0.770 -2.081 -3.096  -0.32
C -5.015 -0.036 -0.343  -0.10
B -0.365 -0.310 0.533  -1.26
H 4.368 1.423 3.037  0.08
H 4.269 1.816 -0.366  0.08
H 4.314 -0.014 1.170  0.11
H -4.376 -0.596 -1.022  0.06
H -2.852 0.987 0.533  0.03
H 0.990 2.022 -3.797  0.11
H 0.342 3.655 -2.145  0.08
H -0.728 -2.921 3.786  0.10
H -6.038 -0.064 -0.747  0.07
H -1.725 -0.216 -2.756  0.05
H 3.072 -2.781 2.416  0.10
H -5.169 -0.580 0.596  0.07
H 2.989 2.675 0.484  0.06
H 4.596 2.639 1.169  0.07
H 2.376 -1.278 3.076  0.07
H 2.065 3.394 -2.141  0.08
H 1.730 -2.023 1.606  0.07
H -0.570 -2.805 -3.885  0.11
H -5.460 1.993 0.205  0.11
H 0.214 -1.666 -2.833  0.10
H -1.242 -0.441 -4.412  0.08
H 2.609 0.366 1.116  0.08
H -0.048 1.224 -2.629  0.08
H -2.659 -1.353 -3.803  0.08
H 1.641 0.152 -1.839  0.04
H 1.651 -3.273 4.371  0.12
H 0.928 -3.988 2.902  0.13
H -1.238 -2.068 -1.260  0.04
H -4.197 1.781 -1.051  0.11
H 0.993 2.790 -0.799  0.06

=====

Entry 2:
C38H65BN8OPbSi | ωB97M-V/def2-TZVPD

Output
HOMO level (eV): -13.4
Total energy (eV): -68221.8211
Total charge: +2
Kohn-Sham gap (eV): 4.88
Multiplicity: 1

Last column: Löwdin charge in e.
CARTESIAN COORDINATES (ANGSTROEM)
Pb 1.362 0.134 -0.022  1.46
Si 2.608 0.976 -4.195  0.43
O 4.141 -1.209 -0.689  -0.11
N -1.423 -1.309 0.845  0.06
N -0.415 0.212 2.682  0.06
N 1.042 0.826 -3.331  0.12
N -1.589 1.294 0.673  0.06
N -0.358 -1.487 -0.015  -0.04
N 6.321 -1.805 -0.688  0.19
N -0.376 1.736 0.182  -0.07
N 0.906 0.121 2.267  -0.04
C 1.402 -2.437 -2.304  -0.09
C -1.473 -1.069 -5.121  -0.01
C -0.386 -4.147 -2.585  -0.05
C -2.379 -0.184 -2.981  0.00
C -2.548 2.195 0.328  -0.16
C 1.683 0.371 3.333  -0.25
C -2.149 -2.459 0.884  -0.15
C -4.625 -2.832 0.636  -0.04
C 0.522 3.801 -0.981  -0.35
C -0.067 0.286 -3.652  -0.34
C -4.721 0.934 1.038  -0.06
C 0.196 5.268 -0.687  -0.05
C 3.952 1.490 -3.065  -0.15
C 3.683 -0.996 3.937  -0.04
C -3.431 -2.858 1.604  -0.33
C -1.773 -0.473 5.874  -0.04
C -2.517 -0.925 -4.167  0.07
C -1.548 -3.358 0.023  0.03
C -0.460 -2.720 -0.545  -0.25
C 3.872 0.648 2.048  -0.10
C -4.051 2.222 0.570  -0.33
C -3.765 -2.190 2.933  -0.05
C -0.574 2.921 -0.413  -0.27
C -1.573 0.759 4.978  -0.33
C -1.928 3.222 -0.365  0.03
C -0.275 -0.489 -4.881  0.05
C -4.435 3.402 1.482  -0.04
C 3.192 0.348 3.375  -0.35
C 5.016 -2.051 -0.448  -0.56
C -0.430 0.532 4.004  -0.16
C 4.688 -3.414 0.114  0.01
C -1.195 0.435 -2.725  0.08
C 0.454 -3.371 -1.566  -0.34
C 2.096 2.415 -5.279  -0.14
C 3.174 -0.491 -5.157  -0.15
C -2.900 1.275 4.421  -0.06
C 0.877 0.622 4.429  0.03
C 1.915 3.466 -0.444  -0.09
B -1.589 0.038 1.649  -0.46
H -3.473 -1.404 -4.373  0.14
H 1.013 5.908 -1.031  0.09
H -4.664 0.829 2.122  0.06
H -3.446 1.795 5.212  0.10
H 0.535 -0.570 -5.598  0.10
H -3.534 0.459 4.070  0.05
H 6.598 -0.919 -1.072  0.12
H -4.443 -3.475 -0.230  0.08
H 4.671 -4.145 -0.702  0.10
H 3.799 2.492 -2.656  0.04
H 4.764 -0.971 4.104  0.09
H 3.532 -1.266 -4.465  0.04
H 3.023 2.852 -5.677  0.06
H 3.557 1.617 1.632  0.07
H 2.265 2.492 -0.783  -0.02
H 2.046 -3.021 -2.968  0.10
H -4.267 0.056 0.580  0.05
H -0.716 5.596 -1.192  0.08
H -4.077 4.356 1.090  0.08
H 1.923 3.490 0.653  0.09
H -4.457 2.457 -0.414  0.14
H 2.063 -1.867 -1.648  -0.01
H -2.869 -2.021 3.526  0.06
H -1.054 1.031 -1.823  0.09
H 4.876 1.499 -3.658  0.06
H -5.524 -3.192 1.145  0.09
H -2.420 4.097 -0.770  0.13
H 4.957 0.687 2.181  0.10
H 1.206 0.878 5.430  0.14
H -1.638 -1.638 -6.027  0.13
H -1.183 1.540 5.626  0.14
H 1.468 2.063 -6.110  0.05
H -1.888 -4.368 -0.168  0.13
H 1.553 3.179 -4.712  0.04
H 0.252 -4.519 -3.391  0.09
H 7.034 -2.486 -0.492  0.12
H -2.620 -0.006 2.233  0.08
H -5.525 3.457 1.571  0.09
H -4.023 3.271 2.484  0.07
H -0.849 -0.743 6.389  0.08
H -3.257 -3.909 1.822  0.14
H 3.197 -1.231 4.886  0.08
H 2.430 -0.950 -5.815  0.03
H -2.742 1.979 3.600  0.07
H 3.470 1.129 4.082  0.14
H -2.538 -0.264 6.628  0.09
H -4.284 -1.243 2.794  0.05
H -4.830 -1.825 0.273  0.06
H -4.425 -2.847 3.503  0.10
H 4.081 0.775 -2.241  0.02
H -1.151 -3.496 -3.022  0.08
H -3.207 -0.098 -2.288  0.13
H 1.051 -4.095 -1.012  0.15
H 0.833 -1.740 -2.934  0.05
H 2.641 4.201 -0.798  0.09
H 3.682 -0.140 1.316  0.00
H 3.705 -3.389 0.580  0.08
H 0.068 5.424 0.389  0.10
H 3.458 -1.809 3.232  0.08
H -5.778 0.955 0.764  0.10
H -2.100 -1.337 5.294  0.06
H 5.430 -3.743 0.845  0.09
H 0.524 3.672 -2.070  0.13
H -0.889 -5.007 -2.142  0.08
H 4.019 -0.177 -5.777  0.06

=====

Entry 3:
C11H16F2IN3O8 | ωB97M-V/def2-TZVPD

Output
HOMO level (eV): -8.0
Total energy (eV): -46050.2659
Kohn-Sham gap (eV): 7.90
Multiplicity: 1

Last column: Löwdin charge in e.
CARTESIAN COORDINATES (ANGSTROEM)
I -3.002 -0.678 1.180  0.82
F -6.242 -0.056 1.698  0.02
F 6.160 -1.379 -0.900  0.08
O -6.831 3.302 1.356  0.08
O 1.101 -3.889 -3.476  -0.06
O 5.568 1.981 -1.202  0.09
O -9.088 3.298 1.193  0.18
O 0.217 -4.414 -1.438  -0.15
O 4.447 0.025 -1.281  0.09
O 3.310 1.979 -1.349  0.17
O -7.951 1.345 1.289  0.14
N 2.117 -2.734 -1.688  0.15
N 0.309 -1.155 -1.092  0.11
N 2.313 -1.104 0.209  0.14
C -0.208 0.184 2.403  -0.19
C -0.790 -0.636 1.157  -0.72
C 5.806 -0.251 -1.559  -0.31
C -8.054 2.704 1.275  -0.53
C -5.885 2.266 1.572  -0.09
C -6.592 1.067 1.024  -0.34
C 1.511 -1.686 -0.898  -0.25
C 6.517 0.942 -1.004  -0.06
C -0.237 -0.030 -0.243  -0.20
C 4.347 1.385 -1.281  -0.53
C 1.113 -3.715 -2.205  -0.63
H 7.448 1.154 -1.530  0.15
H -0.440 -1.728 1.217  0.09
H -5.677 2.180 2.643  0.15
H -1.141 0.407 -0.786  0.10
H 0.929 0.001 2.477  0.08
H -0.289 -1.489 -1.859  0.18
H -0.683 -0.263 3.357  0.08
H -6.451 0.914 -0.050  0.18
H 6.731 0.845 0.065  0.15
H 0.527 0.815 -0.103  0.13
H 5.939 -0.394 -2.635  0.18
H -0.440 1.302 2.380  0.08
H 2.723 -3.276 -1.032  0.15
H 3.250 -1.555 0.151  0.09
H 2.506 -0.118 -0.072  0.08
H -4.950 2.472 1.050  0.13